56
Properties=species:S:1:pos:R:3:forces:R:3 method="wB97M-V/def2-TZVPD" charge=+1 homo_energy_ev=-11.65 homo_lumo_gap_ev=8.76 e_tot_ha=-1336.0829 e_lumo_ha=-0.10645
O 1.790330 -1.750460 -2.637459 0.1 0.1 0.5
O 2.501071 2.842464 -0.221452 0.9 1.2 0.1
O 2.781544 0.311816 0.510905 6.3 4.6 -0.1
O -1.040030 0.255225 3.324951 -1.6 0.8 -0.2
O -3.126342 1.842282 0.262435 0.1 0.2 0.3
O 0.466183 4.552283 0.055454 -0.6 0.1 -0.3
O -1.547291 -4.023337 -1.909336 0.2 -0.1 0.3
O 0.265056 -3.239418 1.359047 0.3 -1.4 0.1
O -0.902343 2.782665 1.879316 -0.2 0.7 -1.6
O -2.651766 0.366137 -4.183327 -0.7 0.2 0.3
O 1.304749 -0.558617 4.416211 -5.8 2.4 9.3
O -0.467661 -1.095957 -3.887634 -0.7 0.2 -0.3
O 2.178167 -0.963549 2.881871 6.6 -2.9 -10.4
O -2.246671 -2.607350 1.781408 -1.1 1.4 -0.9
O 1.095956 -0.883640 0.569611 -4.6 -3.2 -0.7
N -1.598548 -0.406995 -0.210967 -0.9 0.8 -0.7
N -0.076879 0.856082 -1.232334 -0.2 1.4 -2.8
C -1.317157 0.410960 -1.230583 0.8 -1.1 2.3
C 0.321901 1.689350 -2.376324 1.0 0.4 -0.5
H -2.027091 -3.490651 -2.548356 0.0 0.1 -0.1
H -0.906293 -0.368424 0.521224 0.3 -0.7 0.1
H 2.670380 1.219574 0.131550 -0.5 0.1 -0.1
H 0.938633 -1.792599 0.920088 0.1 0.9 -0.4
H -2.031375 -3.924436 -1.083759 -0.2 0.0 -0.2
H 1.907557 3.625556 -0.265792 -0.9 -0.5 0.0
H 0.863449 -1.412612 4.484568 -0.1 0.3 0.3
H 2.650744 -2.163728 -2.740860 0.1 0.0 0.0
H 0.769771 -3.987615 1.699767 0.3 0.1 0.3
H 2.739770 -1.742974 2.753444 0.1 -0.7 -0.5
H 1.038925 1.167985 -3.027582 -0.2 -0.1 0.2
H -0.651368 -0.210353 2.591221 0.9 -0.3 0.1
H 2.166072 -0.741615 4.015224 -0.2 0.4 3.0
H -1.297526 1.931986 2.113107 1.0 -0.1 1.5
H -0.364666 0.561704 3.940261 0.6 -0.6 -0.2
H 1.650896 -1.659645 -1.678213 0.1 -0.2 -0.2
H -0.217114 4.965724 -0.489556 0.4 0.3 -0.1
H 0.850715 2.583958 -2.053861 -0.1 0.0 0.3
H -2.904443 -0.564279 -4.287259 0.2 0.4 0.0
H -2.556809 -0.478426 0.097945 0.0 -0.2 -0.2
H 2.781594 -0.307978 2.499063 -0.4 0.3 -0.2
H -0.258407 -3.700654 0.690080 -0.2 0.5 -0.2
H 3.538554 0.480658 1.101249 0.0 -0.2 -0.6
H -0.503328 2.024631 -3.008599 -0.2 -0.3 0.4
H -3.749455 2.542039 0.472576 -0.4 0.1 -0.2
H -0.066755 3.875443 0.491273 0.0 -0.5 0.5
H 3.316407 3.340817 -0.035335 0.1 -0.7 -0.1
H -2.617663 -3.362821 1.304582 0.7 -0.1 1.2
H -0.325852 3.206243 2.518359 -0.3 -0.7 0.6
H -1.743846 0.396502 -4.486965 0.2 -0.3 -0.2
H 0.705285 0.492447 -0.664414 -1.3 -0.4 0.2
H 1.968105 -0.486159 0.737146 -1.1 -1.3 0.6
H -2.065359 0.653308 -2.004875 0.6 0.0 0.3
H 0.139003 -1.810536 -4.099496 0.3 0.2 0.4
H -0.089574 -0.595033 -3.156994 0.4 -0.6 -0.3
H -2.422612 2.048989 0.889639 -0.1 0.1 -0.4
H -1.626592 -2.696971 2.507755 -0.2 -1.1 -0.3